No. 1
Computed, not measured: a structure of composition C36H38N11O6S2Sn, with wB97M-V/def2-TZVPD.

Output
Relative energy (zero: lowest compared OMol25 entry of this formula, charge and spin) in eV: 0.274
Calculated total energy in eV: -94128.068
Orbital gap in eV: 6.4
LUMO in Eh: 0.0734

```
! wB97M-V def2-TZVPD RIJCOSX def2/J DEFGRID3
* xyz -1 1
Sn -1.070 -0.574 0.995
O 2.326 -3.320 2.267
C 1.619 -2.335 2.022
N 0.524 -2.281 1.262
C 0.056 -3.461 0.644
C 0.875 -4.371 -0.020
C 0.325 -5.443 -0.709
C -1.051 -5.627 -0.716
C -1.876 -4.744 -0.033
C -1.337 -3.651 0.646
N -2.108 -2.627 1.236
C -3.306 -2.866 1.768
O -3.841 -3.947 2.031
C -4.106 -1.601 2.055
C -5.323 -1.695 2.722
C -6.064 -0.544 2.921
C -5.582 0.663 2.426
C -4.372 0.659 1.754
N -3.647 -0.445 1.584
C 2.041 -1.037 2.706
C 2.915 -1.132 3.789
C 3.351 0.025 4.405
C 2.911 1.253 3.917
C 2.033 1.248 2.848
N 1.605 0.135 2.254
H 1.947 -4.228 0.006
H 0.974 -6.125 -1.247
H -1.489 -6.454 -1.262
H -2.948 -4.878 -0.032
H -5.645 -2.674 3.050
H -7.012 -0.583 3.443
H -6.128 1.588 2.556
H -3.964 1.570 1.320
H 3.229 -2.118 4.104
H 4.025 -0.021 5.253
H 3.229 2.185 4.367
H 1.640 2.180 2.449
C -3.276 -2.125 -4.556
C -1.926 -1.413 -4.505
N -1.973 -0.118 -3.844
C -1.949 0.116 -2.496
S -1.730 -1.263 -1.478
N -2.144 1.387 -2.222
N -2.114 1.710 -0.918
C -2.449 2.915 -0.611
C -2.862 3.970 -1.611
C -2.447 3.287 0.822
C -3.125 4.433 1.256
C -3.135 4.751 2.602
C -2.467 3.931 3.497
C -1.816 2.818 2.983
N -1.795 2.504 1.694
H -3.173 -3.095 -5.048
H -4.011 -1.530 -5.105
H -3.643 -2.292 -3.542
H -1.548 -1.245 -5.515
H -1.207 -2.034 -3.975
H -2.318 0.664 -4.375
H -2.638 3.610 -2.608
H -2.326 4.906 -1.429
H -3.935 4.178 -1.558
H -3.654 5.054 0.547
H -3.665 5.629 2.950
H -2.450 4.141 4.558
H -1.275 2.143 3.640
C 4.595 -0.466 0.502
C 5.765 0.491 0.311
S 5.939 1.025 -1.376
O 5.689 -0.097 -2.246
O 7.190 1.740 -1.490
C 4.629 2.246 -1.615
C 3.605 1.847 -2.674
N 2.673 0.830 -2.197
C 1.783 1.024 -1.184
N 1.188 -0.094 -0.835
C 1.700 -1.075 -1.627
C 2.609 -0.525 -2.479
N 3.236 -1.160 -3.593
O 3.610 -0.466 -4.528
O 3.323 -2.371 -3.556
C 1.475 2.347 -0.574
H 4.627 -0.907 1.498
H 4.642 -1.275 -0.225
H 3.631 0.035 0.398
H 6.728 0.019 0.516
H 5.682 1.403 0.906
H 5.174 3.143 -1.906
H 4.156 2.407 -0.646
H 4.101 1.468 -3.557
H 3.027 2.727 -2.955
H 1.367 -2.102 -1.571
H 1.406 3.131 -1.332
H 2.227 2.644 0.163
H 0.518 2.257 -0.062
*
```

***

No. 2
Computed, not measured: a structure of composition C36H38O2P2Pt at a distorted geometry, with wB97M-V/def2-TZVPD.

Output
Relative energy (zero: lowest compared OMol25 entry of this formula, charge and spin) in eV: 0.000
<S²>: 2.009
Calculated total energy in eV: -63862.377
Orbital gap (alpha / beta) in eV: 4.5 / 6.7
LUMO (alpha / beta) in Eh: -0.0102 / -0.0107

```
! wB97M-V def2-TZVPD RIJCOSX def2/J DEFGRID3
* xyz 0 3
Pt -0.735 -2.131 -1.520
C 0.154 -3.451 -2.838
C 1.117 -2.466 -2.417
C 1.518 -1.335 -3.340
C 0.283 -0.525 -3.815
C -0.906 -0.608 -2.879
C -1.953 -1.596 -3.072
C -1.861 -2.585 -4.208
C -0.553 -3.433 -4.190
C -1.076 1.786 2.368
H 0.310 -4.442 -2.397
H 1.919 -2.837 -1.761
H 2.093 -1.719 -4.199
H 2.207 -0.660 -2.803
H 0.573 0.529 -3.905
H -0.005 -0.857 -4.818
H -1.227 0.332 -2.406
H -2.968 -1.283 -2.784
H -1.986 -2.092 -5.178
H -2.699 -3.285 -4.123
H -0.819 -4.472 -4.418
H 0.117 -3.118 -5.005
H -1.492 0.765 2.345
H -1.801 2.480 2.824
H -0.157 1.781 2.975
P 1.131 -0.372 2.043
P -0.712 2.370 0.707
C 1.342 0.495 0.457
C 0.685 1.581 -0.035
C 2.842 -0.627 2.607
C 3.921 -0.689 1.711
C 5.191 -1.025 2.188
C 5.384 -1.307 3.542
C 4.306 -1.225 4.439
C 3.031 -0.908 3.974
C 0.829 -2.037 1.229
C -0.501 -2.359 0.673
C -0.839 -3.760 0.481
C 0.114 -4.742 0.744
C 1.424 -4.391 1.048
C 1.769 -3.049 1.265
C -0.481 4.170 0.945
C 0.657 4.583 1.658
C 0.846 5.932 1.957
C -0.098 6.881 1.554
C -1.247 6.472 0.866
C -1.452 5.119 0.580
C -2.137 2.214 -0.382
C -3.204 1.387 -0.001
C -4.316 1.286 -0.834
C -4.341 1.950 -2.065
C -3.303 2.811 -2.423
C -2.179 2.912 -1.610
H 2.022 -0.049 -0.224
H 0.950 1.987 -1.023
H 3.770 -0.540 0.645
H 6.029 -1.053 1.487
H 6.372 -1.587 3.909
H 4.453 -1.416 5.504
H 2.160 -0.900 4.638
H -1.309 -1.735 1.094
H -1.867 -4.027 0.222
H -0.167 -5.797 0.720
H 2.200 -5.152 1.171
H 2.805 -2.846 1.519
H 1.391 3.839 1.971
H 1.732 6.245 2.506
H 0.046 7.937 1.784
H -1.991 7.205 0.547
H -2.368 4.808 0.065
H -3.149 0.836 0.940
H -5.164 0.684 -0.511
H -5.175 1.803 -2.741
H -3.367 3.401 -3.342
H -1.362 3.569 -1.914
O -2.307 -1.240 2.732
C -1.680 -1.415 3.818
O -0.457 -1.169 4.073
H -2.283 -1.837 4.658
*
```

***

No. 3
Computed, not measured: a structure of composition C36H39AsCuNS2Si2, with wB97M-V/def2-TZVPD.

Output
Relative energy (zero: lowest compared OMol25 entry of this formula, charge and spin) in eV: 0.366
Calculated total energy in eV: -182363.212
Orbital gap in eV: 4.7
LUMO in Eh: 0.1539

```
! wB97M-V def2-TZVPD RIJCOSX def2/J DEFGRID3
* xyz -2 1
Cu -1.792 0.605 -0.726
S -0.393 2.346 -1.275
C -1.423 3.727 -0.931
C -0.862 5.008 -0.970
C -1.605 6.152 -0.718
C -2.960 6.038 -0.433
C -3.537 4.778 -0.389
C -2.801 3.605 -0.618
S -3.608 2.067 -0.497
H 0.194 5.091 -1.198
H -1.124 7.126 -0.743
H -3.560 6.923 -0.241
H -4.592 4.670 -0.164
C -1.908 -1.814 -3.576
Si -3.184 -1.668 -2.170
C -4.434 -0.346 -2.675
C -4.151 -3.324 -2.307
C -2.242 -1.462 -0.556
C -1.118 -2.435 -0.702
C -1.328 -3.822 -0.491
C -0.324 -4.740 -0.695
C 0.914 -4.288 -1.143
C 1.045 -2.928 -1.341
N 0.094 -2.027 -1.115
Si -3.051 -1.705 1.117
C -4.188 -0.327 1.729
C -1.605 -1.875 2.352
C -4.096 -3.289 1.475
H -2.367 -1.730 -4.566
H -1.389 -2.777 -3.523
H -1.155 -1.029 -3.476
H -4.998 -0.656 -3.562
H -3.926 0.592 -2.893
H -5.140 -0.135 -1.868
H -4.611 -3.438 -3.293
H -4.943 -3.393 -1.555
H -3.472 -4.168 -2.158
H -2.310 -4.157 -0.192
H -0.501 -5.799 -0.532
H 1.732 -4.973 -1.334
H 1.987 -2.524 -1.714
H -3.636 0.604 1.856
H -4.654 -0.592 2.684
H -4.980 -0.116 1.005
H -0.891 -1.061 2.201
H -1.069 -2.812 2.173
H -1.920 -1.864 3.400
H -4.925 -3.399 0.769
H -4.519 -3.253 2.483
H -3.484 -4.193 1.415
C 7.262 -0.701 -0.460
C 6.840 0.614 -0.601
C 5.485 0.920 -0.591
C 4.523 -0.074 -0.430
C 4.965 -1.390 -0.285
C 6.315 -1.703 -0.296
As 2.544 0.256 -0.491
C 2.711 2.108 0.069
C 2.972 3.200 -0.742
C 3.080 4.465 -0.187
C 2.899 4.636 1.181
C 2.632 3.552 1.996
C 2.546 2.274 1.447
C 2.297 1.032 2.185
C 2.073 0.931 3.556
C 1.895 -0.312 4.143
C 1.941 -1.466 3.373
C 2.143 -1.373 2.001
C 2.313 -0.136 1.405
H 8.318 -0.942 -0.481
H 7.571 1.405 -0.720
H 5.175 1.952 -0.694
H 4.238 -2.184 -0.147
H 6.634 -2.733 -0.183
H 3.061 3.065 -1.813
H 3.276 5.322 -0.819
H 2.955 5.631 1.608
H 2.491 3.703 3.060
H 2.025 1.826 4.164
H 1.699 -0.382 5.206
H 1.797 -2.436 3.833
H 2.136 -2.271 1.395
*
```

***

No. 4
Computed, not measured: a structure of composition C36H39BN12PtSSb, with wB97M-V/def2-TZVPD.

Output
Relative energy (zero: lowest compared OMol25 entry of this formula, charge and spin) in eV: 0.787
<S²>: 0.754
Calculated total energy in eV: -77129.913
Orbital gap (alpha / beta) in eV: 8.0 / 6.4
LUMO (alpha / beta) in Eh: -0.2136 / -0.2727

```
! wB97M-V def2-TZVPD RIJCOSX def2/J DEFGRID3
* xyz 2 2
Pt -0.170 -1.644 -0.586
C -0.583 0.338 3.337
C 0.148 0.046 2.193
N -0.481 -0.889 1.477
N -1.627 -1.196 2.130
C -1.701 -0.471 3.259
B -2.564 -2.234 1.464
N -1.723 -3.502 1.076
C -1.869 -4.754 1.540
C -1.032 -5.594 0.831
C -0.382 -4.763 -0.071
N -0.796 -3.504 0.095
N -3.042 -1.605 0.117
C -4.266 -1.217 -0.272
C -4.189 -0.726 -1.562
C -2.848 -0.835 -1.907
N -2.172 -1.361 -0.885
N -3.748 -2.657 2.277
C -4.740 -3.512 1.884
C -5.587 -3.685 2.942
C -5.032 -2.889 3.967
N -3.934 -2.280 3.570
H -0.334 1.034 4.120
H 1.085 0.463 1.872
H -2.535 -0.611 3.923
H -2.573 -4.968 2.327
H -0.927 -6.660 0.935
H 0.307 -5.020 -0.859
H -5.109 -1.333 0.389
H -4.994 -0.353 -2.170
H -2.351 -0.572 -2.824
H -4.762 -3.931 0.890
H -6.475 -4.291 2.978
H -5.392 -2.741 4.973
C 2.283 -3.176 0.469
N 1.903 -2.039 -0.467
C 2.387 -2.424 -1.858
N 3.794 -2.710 -1.864
C 4.080 -3.805 -0.933
N 3.694 -3.443 0.436
C 4.439 -2.253 0.837
N 4.150 -1.138 -0.069
C 2.742 -0.858 -0.036
C 4.532 -1.520 -1.434
H 1.753 -4.062 0.157
H 1.958 -2.895 1.473
H 2.163 -1.588 -2.521
H 1.818 -3.303 -2.170
H 5.146 -4.026 -0.959
H 3.534 -4.698 -1.241
H 5.506 -2.469 0.813
H 4.162 -1.977 1.856
H 2.509 -0.044 -0.716
H 2.444 -0.618 0.979
H 5.599 -1.732 -1.460
H 4.321 -0.695 -2.116
S 0.133 0.329 -1.821
Sb 0.372 2.547 -1.045
C -1.585 3.125 -0.596
C -2.199 2.589 0.534
C -3.510 2.933 0.821
C -4.198 3.804 -0.017
C -3.581 4.335 -1.140
C -2.267 3.997 -1.437
C 1.042 3.469 -2.790
C 2.202 4.236 -2.748
C 2.668 4.821 -3.917
C 1.984 4.632 -5.109
C 0.829 3.859 -5.146
C 0.353 3.270 -3.986
C 1.617 3.177 0.525
C 2.525 2.391 1.223
C 3.290 2.959 2.231
C 3.147 4.306 2.536
C 2.244 5.092 1.833
C 1.474 4.531 0.825
H -1.664 1.911 1.194
H -3.994 2.530 1.701
H -5.221 4.073 0.212
H -4.119 5.019 -1.783
H -1.786 4.423 -2.310
H 2.740 4.386 -1.820
H 3.565 5.425 -3.895
H 2.351 5.091 -6.018
H 0.300 3.717 -6.078
H -0.545 2.665 -4.019
H 2.665 1.350 0.976
H 4.003 2.352 2.772
H 3.746 4.748 3.322
H 2.135 6.142 2.069
H 0.763 5.154 0.291
*
```

***

No. 5
Computed, not measured: a structure of composition C36H39CsIN8O3S, with wB97M-V/def2-TZVPD.

Output
Relative energy (zero: lowest compared OMol25 entry of this formula, charge and spin) in eV: 0.245
Calculated total energy in eV: -75509.422
Orbital gap in eV: 7.4
LUMO in Eh: -0.0922

```
! wB97M-V def2-TZVPD RIJCOSX def2/J DEFGRID3
* xyz 1 1
Cs -1.911 -0.919 0.030
C 1.604 -3.714 -6.660
C 1.301 -2.938 -5.407
C 1.910 -1.764 -5.098
C 1.607 -1.051 -3.902
C 2.265 0.155 -3.630
N 2.067 0.868 -2.549
C 2.689 2.147 -2.258
C 3.609 2.099 -1.026
C 3.498 3.358 -0.166
N 2.170 3.479 0.435
C 1.535 2.558 1.150
C 2.028 1.447 1.817
C 3.382 1.245 2.259
C 3.741 0.165 2.991
C 5.137 -0.027 3.514
C 2.738 -0.830 3.277
C 1.455 -0.713 2.870
C 0.410 -1.773 3.032
N 0.198 -2.722 2.222
C 1.062 -2.895 1.052
C 0.959 -4.324 0.498
C 0.693 -4.387 -1.003
N -0.691 -4.033 -1.300
C -0.970 -3.375 -2.344
C 0.014 -2.807 -3.320
C 0.343 -3.444 -4.478
C 0.628 -1.550 -2.975
O 0.323 -0.931 -1.908
C 1.018 0.446 2.109
O -0.147 0.512 1.661
H 2.344 -3.199 -7.271
H 0.705 -3.854 -7.262
H 1.993 -4.705 -6.420
H 2.652 -1.343 -5.770
H 2.987 0.543 -4.345
H 1.364 0.451 -1.916
H 1.889 2.871 -2.092
H 3.243 2.468 -3.140
H 4.647 1.972 -1.336
H 3.350 1.228 -0.424
H 3.645 4.245 -0.783
H 4.278 3.373 0.592
H 1.597 4.250 0.130
H 0.456 2.685 1.186
H 4.127 2.006 2.066
H 5.789 0.785 3.196
H 5.564 -0.966 3.156
H 5.146 -0.062 4.605
H 3.038 -1.722 3.820
H -0.276 -1.679 3.875
H 2.102 -2.651 1.284
H 0.754 -2.179 0.280
H 0.150 -4.835 1.020
H 1.881 -4.871 0.705
H 0.832 -5.419 -1.337
H 1.421 -3.772 -1.545
H -2.031 -3.162 -2.500
H -0.139 -4.391 -4.705
N -2.363 2.820 3.365
C -1.876 3.634 2.359
C -1.159 4.824 2.373
C -0.812 5.356 1.142
C -1.167 4.718 -0.058
C -1.876 3.529 -0.060
C -2.236 2.981 1.169
N -2.908 1.807 1.456
C -2.941 1.737 2.757
C -3.471 0.604 3.519
C -3.873 0.624 4.820
S -4.345 -0.936 5.308
C -3.965 -1.522 3.738
N -3.528 -0.626 2.912
H -2.174 2.912 4.347
H -0.888 5.319 3.296
H -0.275 6.295 1.105
H -0.903 5.183 -1.000
H -2.158 3.037 -0.983
H -3.945 1.466 5.490
H -4.090 -2.565 3.486
N -6.771 -1.073 -1.860
C -5.808 -0.627 -1.029
O -4.640 -0.974 -1.107
C -6.213 0.397 0.011
I -7.420 -0.494 1.531
H -6.546 -1.829 -2.485
H -7.741 -0.907 -1.652
H -6.774 1.224 -0.412
H -5.306 0.736 0.500
*
```